C29H37I2N4O3RuSiTe as an isolated structure. Source: the Open Molecules 2025 dataset; level of theory: ωB97M-V with the def2-TZVPD basis set.

Kohn-Sham gap (alpha / beta)   7.45 / 6.28 eV

```
! wB97M-V def2-TZVPD RIJCOSX def2/J DEFGRID3
* xyz 0 6
I -4.53 1.21 5.64
I -4.99 2.28 -0.21
Te 4.09 0.01 1.68
Ru 0.12 0.37 0.05
Si 0.74 0.34 -3.44
O -2.02 1.13 -0.01
O 1.40 0.69 3.06
O 1.96 0.80 1.76
N 0.78 0.94 -1.79
N -0.60 0.17 1.98
N -3.01 -3.17 0.16
N 0.64 2.50 -0.19
C 0.37 3.81 1.81
C 5.19 -1.42 0.50
C 1.65 -2.11 -0.34
C 1.46 3.31 -2.28
C 0.32 -0.25 3.00
C 0.76 3.70 0.37
C -0.59 -2.64 0.34
C -2.00 -2.28 0.73
C 1.59 4.56 -1.70
C -3.62 1.14 3.76
C 0.98 2.27 -1.48
C -1.80 0.65 2.28
C -4.38 1.61 2.68
C -0.51 1.32 -4.42
C -3.86 1.61 1.40
C 2.44 0.50 -4.23
C 1.24 4.77 -0.37
C 0.36 -1.67 -0.01
C 4.03 1.39 0.07
C -4.31 -2.83 0.70
C 2.00 -3.45 -0.33
C -3.02 -3.08 -1.29
C -1.49 0.11 4.64
C -0.26 -0.32 4.37
C -2.55 1.14 1.14
C 1.05 -4.40 0.03
C 0.25 -1.46 -3.45
C -2.34 0.65 3.60
C -0.23 -3.99 0.35
H 5.00 1.41 -0.41
H -0.56 0.98 -5.45
H 0.75 -1.21 2.69
H -5.07 -3.50 0.30
H 2.54 -0.25 -5.03
H -3.81 -3.71 -1.69
H -0.99 -4.72 0.61
H -1.50 1.22 -3.97
H 3.77 2.37 0.47
H 3.26 1.07 -0.63
H -4.30 -2.93 1.79
H -4.60 -1.79 0.45
H 0.03 -1.74 -4.49
H 1.04 -2.10 -3.08
H -0.27 2.39 -4.43
H 0.22 4.85 2.11
H 4.72 -1.50 -0.48
H -0.55 3.25 2.00
H -2.20 -1.25 0.43
H 6.22 -1.08 0.40
H 1.74 3.14 -3.31
H -2.07 -3.42 -1.69
H -3.19 -2.04 -1.63
H 1.96 5.38 -2.29
H 2.62 1.48 -4.67
H 2.39 -1.39 -0.66
H -0.64 -1.64 -2.85
H 5.15 -2.38 1.01
H -1.88 0.05 5.65
H 1.15 3.38 2.44
H -5.38 1.98 2.85
H 0.38 -0.73 5.15
H 1.32 5.75 0.08
H 3.24 0.31 -3.51
H 3.01 -3.76 -0.60
H 1.31 -5.45 0.04
H -2.10 -2.33 1.82
*
```

Mulliken analysis output, partial charges in e:
1 I 0.044
2 I 0.034
3 Te 0.538
4 Ru -0.752
5 Si -0.265
6 O -0.124
7 O -0.434
8 O -0.116
9 N 0.637
10 N 1.361
11 N -0.017
12 N 0.471
13 C -0.951
14 C -1.093
15 C -0.139
16 C -0.719
17 C 0.108
18 C 0.390
19 C 0.139
20 C -1.129
21 C -0.750
22 C 0.084
23 C 0.623
24 C -0.826
25 C -0.378
26 C -1.105
27 C -0.682
28 C -1.129
29 C -0.981
30 C 0.576
31 C -0.566
32 C -0.964
33 C -0.592
34 C -0.925
35 C -0.824
36 C -1.663
37 C 0.858
38 C -0.971
39 C -0.660
40 C 0.576
41 C -0.177
42 H 0.520
43 H 0.404
44 H 0.196
45 H 0.359
46 H 0.404
47 H 0.450
48 H 0.442
49 H 0.304
50 H 0.228
51 H -0.221
52 H 0.319
53 H 0.297
54 H 0.529
55 H 0.237
56 H 0.363
57 H 0.512
58 H 0.290
59 H -0.027
60 H 0.887
61 H 0.390
62 H 0.375
63 H 0.267
64 H 0.262
65 H 0.430
66 H 0.363
67 H 0.293
68 H -0.148
69 H 0.358
70 H 0.224
71 H 0.102
72 H 0.415
73 H 0.524
74 H 0.490
75 H 0.278
76 H 0.425
77 H 0.363
78 H 0.590

C29H37IN7O3PSn as an isolated structure in a non-equilibrium geometry. Source: the Open Molecules 2025 dataset; level of theory: ωB97M-V with the def2-TZVPD basis set.

Kohn-Sham gap   6.08 eV

```
! wB97M-V def2-TZVPD RIJCOSX def2/J DEFGRID3
* xyz 0 1
I 4.14 -1.26 -0.78
Sn 2.32 1.80 0.18
P 0.82 1.48 -3.48
O 1.90 1.57 -2.45
O -4.77 -7.39 6.11
O 2.44 1.07 2.26
N 0.80 -0.03 -4.19
N -0.75 1.73 -3.01
N 1.09 3.33 0.48
N -1.11 -2.99 3.54
N -1.32 -3.27 4.73
N 1.02 -0.11 0.33
N 1.02 2.71 -4.58
C -0.02 -1.59 1.93
C 2.37 3.02 -5.02
C 1.38 -0.23 3.93
C 0.49 -1.24 4.25
C -3.73 -6.10 4.33
C 1.60 0.16 2.61
C -2.87 -5.06 3.99
C 0.52 5.60 0.16
C -5.34 -8.26 5.14
C -0.67 -2.24 0.85
C 0.84 -0.53 1.61
C 0.43 -0.74 -0.66
C -1.71 0.68 -2.74
C -0.22 -1.95 3.29
C -0.01 3.11 -5.53
C -2.45 -4.64 6.31
C 0.82 6.95 0.21
C -3.31 -5.66 6.66
C -0.43 -1.83 -0.44
C 2.13 7.40 0.39
C 1.97 -0.89 -4.08
C -3.95 -6.40 5.67
C 3.13 6.45 0.55
C -0.91 2.91 -2.14
C 1.52 4.62 0.38
C 4.30 0.81 -0.39
C 2.84 5.10 0.57
C -2.22 -4.33 4.97
C 0.01 -0.26 -5.39
H 0.01 4.20 -5.63
H -2.68 0.95 -3.19
H 2.53 -0.93 -5.02
H 1.67 -1.90 -3.81
H 1.92 0.30 4.71
H 2.51 4.11 -5.06
H 4.16 6.77 0.67
H -1.94 -4.06 7.07
H 2.36 8.45 0.40
H -1.33 -3.07 1.07
H 0.15 2.67 -6.52
H 0.03 7.68 0.08
H -0.88 2.63 -1.08
H -0.39 -1.28 -5.37
H -1.37 -0.26 -3.17
H -1.86 3.41 -2.35
H -6.06 -7.73 4.51
H 0.62 -0.15 -6.30
H -4.58 -8.72 4.52
H -3.50 -5.92 7.69
H -0.09 3.61 -2.31
H -1.86 0.53 -1.67
H -0.50 5.27 0.03
H 0.63 -0.38 -1.65
H -0.99 2.82 -5.16
H -4.22 -6.65 3.55
H -0.82 0.44 -5.43
H 4.96 0.95 0.45
H -5.87 -9.02 5.71
H 2.63 -0.50 -3.30
H 3.62 4.36 0.68
H -0.90 -2.31 -1.28
H -2.70 -4.82 2.95
H 4.64 1.32 -1.29
H 2.58 2.61 -6.01
H 3.08 2.61 -4.31
H 0.33 -1.52 5.29
*
```

Mulliken analysis output, partial charges in e:
1 I -0.025
2 Sn 1.361
3 P 0.052
4 O -0.873
5 O -0.432
6 O -0.775
7 N 0.468
8 N 0.508
9 N -0.580
10 N 0.226
11 N -0.462
12 N 0.083
13 N 0.497
14 C 0.635
15 C -1.029
16 C -1.222
17 C -0.410
18 C -0.817
19 C 0.925
20 C -0.114
21 C -0.342
22 C -0.832
23 C -0.463
24 C -0.366
25 C -1.406
26 C -1.076
27 C 0.125
28 C -1.059
29 C -0.217
30 C -0.481
31 C -0.690
32 C -1.187
33 C -0.452
34 C -0.742
35 C 0.816
36 C -0.759
37 C -1.193
38 C 0.303
39 C -1.125
40 C -0.175
41 C -0.064
42 C -1.101
43 H 0.323
44 H 0.297
45 H 0.310
46 H 0.299
47 H 0.458
48 H 0.361
49 H 0.358
50 H 0.438
51 H 0.367
52 H 0.475
53 H 0.306
54 H 0.341
55 H 0.356
56 H 0.367
57 H 0.351
58 H 0.288
59 H 0.326
60 H 0.279
61 H 0.345
62 H 0.400
63 H 0.444
64 H 0.370
65 H 0.392
66 H 1.747
67 H 0.318
68 H 0.375
69 H 0.349
70 H 0.570
71 H 0.236
72 H -0.023
73 H 0.348
74 H 0.516
75 H 0.340
76 H 0.443
77 H 0.295
78 H 0.232
79 H 0.468

C29H37NO7 as an isolated structure in a non-equilibrium geometry. Source: the Open Molecules 2025 dataset; level of theory: ωB97M-V with the def2-TZVPD basis set.

Kohn-Sham gap   7.40 eV

```
! wB97M-V def2-TZVPD RIJCOSX def2/J DEFGRID3
* xyz 0 1
O -1.31 3.53 2.43
O 3.41 3.82 -1.74
O -1.20 -0.13 4.29
O 1.44 -0.43 -2.45
O 0.89 -2.25 4.47
O 1.97 -3.06 2.01
O -0.53 2.60 0.61
N -3.22 -2.61 -2.13
C 4.36 3.65 -2.60
C -0.88 -0.20 1.91
C 0.19 -2.44 5.49
C 0.62 -1.38 0.66
C -2.15 0.79 4.12
C -3.60 -2.16 -3.32
C -2.69 -1.49 -1.31
C 2.53 -3.44 0.88
C 1.25 0.88 -1.86
C -0.48 -0.34 0.60
C 0.31 1.06 -0.88
C 2.57 1.53 -2.02
C 0.65 4.52 1.19
C -3.48 -4.54 -4.00
C 2.52 5.53 -0.06
C 1.50 3.24 -0.73
C -3.10 -4.98 -2.50
C -4.15 -3.31 -4.10
C 2.24 -0.92 -3.59
C 2.41 2.81 -1.53
C 1.14 -2.11 1.75
C 0.39 -1.69 3.09
C -2.58 -3.76 -2.05
C -1.22 -0.92 -1.61
C -0.56 3.57 1.41
C 0.47 2.19 -0.16
C -0.49 -0.68 3.14
C 1.44 4.39 0.29
C -0.86 0.30 -0.48
H -4.12 -5.41 -4.54
H -3.92 -5.17 -1.98
H -2.86 -1.91 -3.96
H -3.47 -0.73 -1.23
H 1.86 -4.05 0.23
H 4.90 4.63 -2.67
H 1.96 -1.86 -4.00
H 3.62 5.01 0.24
H -2.62 -4.55 -4.72
H 2.20 6.27 0.93
H 0.25 5.55 1.87
H -3.11 0.51 3.84
H -2.48 -5.67 -2.54
H -1.34 -0.41 -2.57
H 3.38 -0.91 -2.98
H 3.45 -4.34 1.46
H -5.20 -3.37 -3.57
H -0.97 -2.86 5.16
H -0.52 -1.87 -1.76
H -1.43 -3.66 -2.61
H -2.36 1.05 5.29
H 3.14 1.52 -3.05
H -4.63 -3.04 -4.96
H -1.61 0.92 -0.30
H -1.94 -4.07 -1.05
H -2.61 -1.90 -0.09
H 0.67 -3.24 5.81
H 2.46 5.91 -1.02
H 1.18 -1.69 -0.18
H -3.93 -1.11 -3.43
H -1.74 1.54 3.89
H 0.04 -1.59 5.93
H 3.10 -2.75 0.36
H 4.83 2.68 -2.58
H 3.99 3.49 -3.77
H 2.21 -0.14 -4.47
H -1.67 0.59 1.86
*
```

natural (NBO) analysis output, partial charges in e:
1 O -0.586
2 O -0.516
3 O -0.502
4 O -0.592
5 O -0.533
6 O -0.470
7 O -0.481
8 N -0.483
9 C -0.228
10 C -0.210
11 C -0.165
12 C -0.366
13 C -0.192
14 C -0.217
15 C -0.203
16 C -0.217
17 C 0.490
18 C -0.001
19 C -0.216
20 C -0.374
21 C -0.324
22 C -0.391
23 C -0.596
24 C -0.167
25 C -0.406
26 C -0.434
27 C -0.240
28 C 0.290
29 C 0.389
30 C 0.211
31 C -0.132
32 C -0.407
33 C 0.777
34 C 0.489
35 C 0.188
36 C 0.021
37 C -0.281
38 H 0.204
39 H 0.199
40 H 0.149
41 H 0.202
42 H 0.184
43 H 0.214
44 H 0.210
45 H 0.235
46 H 0.204
47 H 0.202
48 H 0.243
49 H 0.176
50 H 0.205
51 H 0.197
52 H 0.189
53 H 0.154
54 H 0.178
55 H 0.080
56 H 0.255
57 H 0.066
58 H 0.164
59 H 0.250
60 H 0.232
61 H 0.243
62 H 0.219
63 H 0.191
64 H 0.189
65 H 0.219
66 H 0.209
67 H 0.217
68 H 0.163
69 H 0.164
70 H 0.177
71 H 0.177
72 H 0.117
73 H 0.187
74 H 0.205